ORCA calculation (wB97M-V/def2-TZVPD) on a molecular structure, C25H27N3O8PRuS2.

Properties
Energy relative to the best compared isomer or geometry (same formula, charge and spin) (kJ/mol): 0.0
F_max (eV/A): 0.38
Total energy (eV): -80758.1424
HOMO energy (alpha / beta) (eV): -8.586 / -8.487
2S+1: 2
Orbital gap (alpha / beta) (hartree): 0.3113 / 0.2747
Expectation value of S²: 0.755

Each line ends with the natural charge from an NBO analysis.
Geometry (Å):
Ru (0.653, 0.113, -0.912)  0.79
O (0.462, 2.126, -3.816)  -0.76
C (1.534, 2.866, -3.261)  -0.08
C (2.647, 1.978, -2.738)  -0.24
N (2.465, 1.364, -1.400)  -0.42
C (2.440, 2.406, -0.347)  -0.36
C (1.032, 2.868, -0.017)  0.79
O (0.803, 3.995, 0.365)  -0.63
O (0.131, 1.946, -0.184)  -0.71
C (3.619, 0.478, -1.151)  -0.35
C (3.373, -0.414, 0.059)  0.77
O (4.303, -0.893, 0.669)  -0.62
O (2.118, -0.587, 0.345)  -0.71
H (-0.245, 1.982, -3.168)  0.52
H (1.958, 3.448, -4.081)  0.19
H (1.180, 3.579, -2.512)  0.20
H (2.797, 1.166, -3.452)  0.22
H (3.572, 2.567, -2.700)  0.19
H (2.819, 1.969, 0.580)  0.25
H (3.080, 3.249, -0.614)  0.22
H (3.763, -0.164, -2.020)  0.24
H (4.532, 1.059, -0.996)  0.22
O (-1.882, -1.691, -1.510)  -0.99
S (-2.297, -0.342, -1.831)  2.42
O (-3.240, -0.185, -2.903)  -0.97
O (-1.093, 0.532, -2.065)  -1.00
C (-3.015, 0.303, -0.346)  -0.23
C (-4.295, 0.823, -0.411)  -0.21
C (-4.909, 1.288, 0.744)  -0.18
C (-4.240, 1.224, 1.952)  -0.20
C (-2.951, 0.709, 2.011)  -0.19
C (-2.315, 0.245, 0.866)  -0.37
P (-0.621, -0.431, 0.947)  1.28
C (0.148, 0.308, 2.413)  -0.42
C (0.076, 1.681, 2.663)  -0.19
C (0.773, 2.228, 3.728)  -0.21
C (1.549, 1.417, 4.545)  -0.19
C (1.631, 0.056, 4.295)  -0.23
C (0.937, -0.498, 3.231)  -0.10
C (-0.784, -2.186, 1.356)  -0.40
C (-1.747, -2.593, 2.277)  -0.12
C (-1.844, -3.928, 2.634)  -0.23
C (-0.975, -4.857, 2.077)  -0.19
C (-0.013, -4.452, 1.164)  -0.20
C (0.084, -3.117, 0.799)  -0.17
H (-4.796, 0.850, -1.368)  0.25
H (-5.910, 1.695, 0.694)  0.22
H (-4.714, 1.580, 2.858)  0.22
H (-2.436, 0.679, 2.962)  0.23
H (-0.501, 2.327, 2.016)  0.25
H (0.717, 3.294, 3.905)  0.22
H (2.097, 1.849, 5.372)  0.22
H (2.249, -0.577, 4.917)  0.22
H (1.030, -1.555, 3.023)  0.22
H (-2.427, -1.870, 2.710)  0.21
H (-2.595, -4.243, 3.345)  0.22
H (-1.048, -5.900, 2.359)  0.22
H (0.668, -5.176, 0.736)  0.22
H (0.834, -2.795, 0.091)  0.24
N (-0.481, -2.857, -3.776)  -0.75
C (0.189, -1.715, -3.633)  0.40
N (-0.038, -0.710, -4.460)  -0.75
S (1.419, -1.632, -2.409)  -0.17
H (-1.303, -2.891, -4.360)  0.40
H (-0.452, -3.495, -2.998)  0.43
H (-0.878, -0.703, -5.019)  0.40
H (0.364, 0.208, -4.252)  0.45